Density functional theory data (ωB97M-V/def2-TZVPD) for a cluster of 2 separate species, C6H10O in total in a non-equilibrium geometry.

Computed properties:
- DFT total energy (hartree) = -309.73841
- SMILES string = C=CC=O.C1CC1

Geometry as XYZ:
```
17
C6H10O ωB97M-V/def2-TZVPD
C 1.081 1.155 0.692
H -2.028 -0.856 -1.922
C -1.869 0.010 0.173
H -1.154 1.525 -1.333
C 1.980 0.227 0.339
H 2.624 -1.843 0.661
H 2.766 0.446 -0.378
C -1.413 -0.734 -1.046
H -2.866 0.440 0.152
C 1.773 -1.151 0.803
H 0.162 0.508 -0.636
C -0.888 0.635 -0.774
H -0.685 -1.520 -0.839
H 0.312 0.923 1.421
H -1.549 -0.363 1.145
H 1.025 2.143 0.245
O 0.730 -1.546 1.297
```

In the Löwdin picture, each atom carries the following charge in e: 0.0052, 0.0911, -0.1455, 0.1110, -0.1436, 0.1141, 0.1023, -0.1491, 0.0966, -0.2710, 0.0179, -0.2092, 0.0906, 0.0853, 0.0872, 0.0962, 0.0208


Density functional theory data (ωB97M-V/def2-TZVPD) for an isolated molecule of C6H10O.

Computed properties:
- DFT total energy (hartree) = -309.77901
- SMILES string = C[C@H]1C[C@]2(CO2)C1

Geometry as XYZ:
```
17
C6H10O ωB97M-V/def2-TZVPD
C -0.889 -0.006 -0.203
H 2.924 -0.778 -0.878
H -2.788 0.767 0.622
H 0.203 1.958 -0.315
C 0.150 -1.109 0.152
H -0.839 0.083 -1.284
H 2.869 1.062 -0.729
H 0.295 -1.855 -0.635
C 1.181 0.013 0.243
C -2.407 -0.074 0.033
O 2.347 -0.024 1.032
H -2.753 -1.012 0.480
C 0.092 1.082 0.333
H -0.045 1.417 1.368
H -2.881 -0.004 -0.955
H 0.043 -1.616 1.118
C 2.499 0.097 -0.382
```

In the Löwdin picture, each atom carries the following charge in e: -0.3217, 0.1147, 0.0701, 0.1116, -0.0528, 0.1207, 0.1140, 0.1118, -0.4620, -0.0600, -0.0053, 0.0710, -0.0494, 0.1224, 0.0672, 0.1233, -0.0755


Density functional theory data (ωB97M-V/def2-TZVPD) for an isolated molecule of C6H10O in a non-equilibrium geometry.

Computed properties:
- DFT total energy (hartree) = -309.65753
- SMILES string = OC1C[C@@H]2C[C@H]2C1

Geometry as XYZ:
```
17
C6H10O ωB97M-V/def2-TZVPD
H -1.117 -1.821 -0.214
H 0.963 0.429 1.417
H -1.549 0.483 1.411
H 2.873 0.024 -1.116
C -0.370 -1.142 0.425
C 2.263 -0.122 -0.110
C 1.158 0.648 0.297
H 2.964 -0.731 0.550
H 0.915 -0.834 -1.644
H -3.029 -0.390 0.018
H -0.107 2.395 0.423
H -0.063 -1.320 1.448
O -2.222 -0.098 -0.485
C -1.111 0.210 0.383
H -0.159 1.415 -1.222
C 0.893 -0.767 -0.402
C -0.152 1.361 -0.125
```

In the Löwdin picture, each atom carries the following charge in e: 0.1589, 0.1498, 0.1550, 0.1374, -0.1306, -0.1557, -0.2725, 0.1167, 0.1786, 0.1154, 0.1347, 0.1001, -0.1031, -0.3809, 0.1121, -0.2259, -0.0901


Density functional theory data (ωB97M-V/def2-TZVPD) for an isolated molecule of C6H10O.

Computed properties:
- DFT total energy (hartree) = -309.83405
- SMILES string = CC1(O)CC=CC1

Geometry as XYZ:
```
17
C6H10O ωB97M-V/def2-TZVPD
C -0.513 -0.054 0.273
H -1.781 -1.706 -0.154
H -1.825 -0.483 -1.440
H -0.412 1.663 -1.149
H -2.663 -0.206 0.125
H 0.793 -1.792 0.695
C -0.003 1.347 -0.180
C 1.869 -0.091 -0.203
C 0.678 -0.996 -0.053
C 1.498 1.184 -0.268
H -0.261 -0.450 2.211
O -0.842 0.065 1.659
H 2.180 2.021 -0.399
H -0.300 2.096 0.562
H 2.884 -0.464 -0.312
H 0.476 -1.506 -1.008
C -1.778 -0.627 -0.357
```

In the Löwdin picture, each atom carries the following charge in e: -0.5411, 0.0852, 0.0841, 0.1169, 0.0845, 0.1200, -0.1068, -0.0936, -0.1302, -0.0882, 0.0866, -0.0201, 0.1006, 0.1162, 0.1000, 0.1203, -0.0343


Calculated values (Eh) of orbital gap for the records, taken in order: 0.3482, 0.4053, 0.3242, 0.3783.